{
  "formula": "C7H10NO2PS",
  "method": "ωB97M-V/def2-TZVPD",
  "homo_energy_ev": [-7.29, -7.29],
  "largest_force_ev_per_a": 3.99,
  "homo_lumo_gap_ev": [6.0, 6.0],
  "de_lowest_kcal_mol": 78.9,
  "e_lumo_ev": [-1.313, -1.309],
  "symbols": ["C", "C", "C", "C", "C", "C", "C", "N", "O", "O", "P", "S", "H", "H", "H", "H", "H", "H", "H", "H", "H", "H"],
  "coordinates": [[-1.12427, -2.98677, 0.40042], [0.17561, -3.23961, 0.12984], [-1.65758, -1.81479, -0.02412], [0.98529, -2.34010, -0.51013], [-0.97693, -0.88240, -0.66445], [0.46645, -1.11023, -0.90116], [-1.09021, 2.79464, 0.75227], [0.15043, 2.69040, -0.04133], [2.44272, 2.65378, -0.47200], [1.14366, -0.24411, -1.53748], [1.35037, 1.66379, 0.18444], [1.92536, 0.83440, 1.78974], [-1.75944, -3.70993, 0.76904], [0.57048, -4.29166, 0.38910], [-2.67502, -1.67989, 0.10828], [2.08983, -2.35448, -0.68095], [-1.50097, -0.05662, -1.05883], [-0.85977, 3.66020, 1.36739], [-2.04363, 2.85873, 0.23175], [-1.13337, 1.88301, 1.32920], [0.29295, 3.42860, -0.62085], [3.22802, 2.24305, -0.94016]]
}